Record 1
Molecular formula: C15H39AlCl2F4N2Na2O13SV
Method: DFT, ωB97M-V/def2-TZVPD

Last column: Löwdin charge in e.
Geometry (Å):
C  0.03  -1.78  2.02  -0.106
C  0.81  -0.54  2.81  -0.217
C  1.48  -1.24  4.16  -0.302
N  2.99  -1.17  4.12  -0.135
Al  3.77  -2.36  2.82  0.150
C  3.35  -4.36  3.14  -0.255
O  3.32  -1.99  1.03  -0.335
H  0.78  -2.70  2.09  0.067
H  -0.22  -1.48  0.92  0.088
H  -0.93  -2.02  2.68  0.098
H  1.71  -0.12  2.18  0.127
H  0.05  0.31  3.15  0.066
H  1.13  -0.54  5.06  0.074
H  1.07  -2.33  4.36  0.132
H  3.34  -0.19  3.99  0.047
H  5.37  -2.17  2.95  -0.075
H  2.29  -4.54  2.63  -0.009
H  3.35  -4.57  4.29  0.010
H  4.11  -5.07  2.55  0.016
H  3.41  -2.87  0.53  0.018
Na  2.49  -2.06  -0.91  0.685
O  -0.18  -4.17  -0.85  -0.062
H  -0.51  -4.66  -0.08  0.043
H  -0.74  -4.48  -1.58  0.048
C  -1.17  3.07  3.31  -0.079
C  0.19  3.16  2.65  -0.278
O  0.22  4.03  1.52  -0.079
C  0.36  5.46  1.74  -0.443
O  1.41  5.72  2.53  -0.090
C  -0.97  6.16  2.22  -0.504
F  -2.05  5.63  1.59  0.095
F  -0.98  7.49  1.89  0.112
F  -1.22  6.09  3.55  0.106
H  -1.97  3.07  2.57  0.049
H  -1.24  2.17  3.92  0.045
H  -1.34  3.92  3.98  0.073
H  0.42  2.16  2.25  0.098
H  0.98  3.37  3.38  0.109
H  0.43  5.81  0.70  0.160
Na  0.62  1.38  4.56  0.527
O  -2.41  2.46  0.64  -0.583
V  -2.76  3.00  -1.00  1.112
O  -3.11  3.53  -2.63  -0.607
O  -0.88  0.11  -6.64  -0.291
S  -1.82  0.13  -5.54  0.657
O  -1.55  -0.52  -4.28  -0.289
O  -3.28  -0.36  -6.07  -0.266
C  -3.38  -1.60  -6.74  -0.277
C  -3.36  -2.76  -5.77  -0.082
C  -2.26  1.82  -5.21  -0.124
H  -2.58  -1.71  -7.49  0.122
H  -4.33  -1.60  -7.28  0.119
H  -2.39  -2.85  -5.28  0.071
H  -3.57  -3.71  -6.28  0.075
H  -4.10  -2.61  -4.97  0.080
H  -2.53  2.31  -6.15  0.077
H  -1.40  2.31  -4.76  0.080
H  -3.10  1.84  -4.51  0.047
C  3.48  -3.86  -6.49  -0.092
C  3.50  -3.06  -5.21  -0.319
O  2.79  -3.75  -4.19  -0.103
H  2.46  -4.04  -6.82  0.080
H  4.03  -3.34  -7.29  0.078
H  3.95  -4.84  -6.34  0.066
H  3.02  -2.09  -5.36  0.120
H  4.52  -2.88  -4.86  0.105
H  3.23  -4.61  -4.06  0.082
N  2.17  2.39  -2.16  -0.626
O  1.04  2.89  -2.07  0.009
O  2.43  1.32  -1.60  -0.031
O  3.06  2.98  -2.81  0.016
F  0.61  -1.01  -7.28  -0.409
Cl  -2.28  -0.21  7.57  0.532
C  -3.71  0.85  7.47  -0.660
C  -3.33  2.32  7.40  -0.660
Cl  -2.64  2.90  8.94  0.540
H  -4.36  0.63  8.32  0.071
H  -4.25  0.57  6.56  0.074
H  -4.23  2.93  7.21  0.077
H  -2.61  2.52  6.61  0.057

Calculated values
LUMO level = -3.273 eV
Net charge = -1
Frontier orbital gap = 1.80 eV
HOMO level = -5.076 eV
DFT total energy = -133638.50721 eV
Multiplicity = 1

***

Record 2
Molecular formula: C15H39N3O12
Method: DFT, ωB97M-V/def2-TZVPD

Last column: natural (NBO) charge in e.
Geometry (Å):
C  -25.71  -19.80  -7.05  -0.525
N  -25.95  -20.15  -8.51  0.532
O  -25.12  -19.96  -9.39  -0.396
O  -27.08  -20.54  -8.75  -0.371
H  -24.73  -19.35  -6.89  0.270
H  -25.76  -20.75  -6.53  0.242
H  -26.51  -19.17  -6.65  0.237
C  -24.24  -16.19  -2.25  -0.486
N  -23.76  -17.55  -2.07  0.538
O  -23.22  -17.79  -1.03  -0.357
O  -23.83  -18.32  -3.03  -0.405
H  -23.96  -15.82  -3.24  0.222
H  -23.83  -15.57  -1.46  0.219
H  -25.33  -16.18  -2.22  0.278
C  -25.36  -16.98  -5.95  -0.513
N  -26.24  -17.09  -4.74  0.525
O  -27.46  -17.30  -5.05  -0.418
O  -25.80  -17.10  -3.59  -0.405
H  -24.33  -16.92  -5.61  0.222
H  -25.70  -15.99  -6.27  0.307
H  -25.61  -17.76  -6.67  0.261
C  -28.57  -15.49  -5.76  -0.301
O  -28.26  -14.24  -5.19  -0.560
C  -29.38  -13.36  -5.06  -0.085
C  -29.35  -12.33  -6.14  -0.093
O  -29.69  -12.85  -7.43  -0.556
C  -29.99  -11.91  -8.42  -0.241
H  -27.70  -16.14  -5.67  0.231
H  -28.79  -15.43  -6.83  0.176
H  -29.36  -16.04  -5.25  0.183
H  -29.44  -12.85  -4.10  0.192
H  -30.32  -13.91  -5.04  0.188
H  -28.35  -11.90  -6.09  0.175
H  -30.06  -11.53  -5.92  0.174
H  -29.12  -11.26  -8.52  0.165
H  -30.90  -11.36  -8.21  0.166
H  -30.16  -12.43  -9.37  0.194
C  -22.12  -21.40  -5.70  -0.249
O  -22.85  -20.21  -5.90  -0.547
C  -21.96  -19.11  -5.81  -0.083
C  -22.73  -17.80  -5.83  -0.135
O  -23.72  -17.72  -6.85  -0.595
C  -23.24  -17.70  -8.19  -0.275
H  -21.25  -21.41  -6.36  0.168
H  -22.74  -22.29  -5.87  0.196
H  -21.78  -21.52  -4.67  0.174
H  -21.32  -19.14  -6.69  0.172
H  -21.40  -19.11  -4.87  0.192
H  -22.03  -16.98  -5.94  0.200
H  -23.28  -17.68  -4.90  0.243
H  -22.66  -18.58  -8.48  0.193
H  -22.57  -16.87  -8.43  0.232
H  -24.10  -17.78  -8.85  0.201
C  -23.31  -15.26  -7.02  -0.330
O  -22.99  -15.09  -8.39  -0.543
C  -24.07  -15.58  -9.20  -0.113
C  -25.42  -14.77  -8.95  -0.089
O  -26.03  -15.03  -7.66  -0.596
C  -27.01  -14.09  -7.29  -0.276
H  -23.93  -14.44  -6.64  0.176
H  -22.43  -15.15  -6.39  0.169
H  -23.78  -16.20  -6.73  0.232
H  -24.20  -16.65  -9.07  0.177
H  -23.78  -15.43  -10.24  0.195
H  -26.15  -15.07  -9.70  0.175
H  -25.27  -13.71  -9.15  0.177
H  -26.68  -13.05  -7.34  0.153
H  -27.34  -14.44  -6.31  0.248
H  -27.84  -14.16  -7.99  0.172

Calculated values
Relative energy (zero: lowest compared OMol25 entry of this formula, charge and spin) = 10.771 eV
LUMO level = 0.084 eV
Structure (SMILES) = C[N+](=O)[O-].C[N+](=O)[O-].C[N+](=O)[O-].COCCOC.COCCOC.COCCOC
Frontier orbital gap = 9.15 eV
HOMO level = -9.068 eV
DFT total energy = -45204.50190 eV
Multiplicity = 1

***

Record 3
Molecular formula: C15H39N3O6
Method: DFT, ωB97M-V/def2-TZVPD

Last column: natural (NBO) charge in e.
Geometry (Å):
C  0.02  2.72  -1.12  -0.302
O  -0.89  1.98  -0.22  -0.572
C  -2.18  1.66  -0.86  0.355
O  -2.02  0.70  -1.97  -0.748
C  -3.06  2.98  -1.29  -0.279
N  -4.53  2.60  -1.11  -0.833
H  1.04  2.85  -0.51  0.209
H  0.22  2.15  -2.14  0.207
H  -0.34  3.81  -1.38  0.182
H  -2.82  1.10  -0.03  0.160
H  -2.02  -0.21  -1.51  0.480
H  -2.91  3.33  -2.40  0.221
H  -2.85  3.85  -0.52  0.214
H  -4.69  1.63  -1.51  0.360
H  -4.66  2.55  -0.08  0.351
C  -1.33  2.68  2.85  -0.253
O  -2.25  1.78  3.44  -0.561
C  -2.31  0.52  2.76  -0.077
C  -1.79  -0.60  3.67  -0.241
N  -0.34  -0.49  3.86  -0.628
C  0.19  -1.37  4.91  -0.248
C  -0.26  -1.08  6.36  -0.086
O  0.22  0.16  6.87  -0.547
C  -0.62  1.27  6.59  -0.246
H  -1.41  3.64  3.36  0.187
H  -0.30  2.32  2.96  0.162
H  -1.56  2.83  1.79  0.189
H  -1.78  0.54  1.80  0.185
H  -3.37  0.33  2.54  0.176
H  -2.01  -1.57  3.21  0.190
H  -2.31  -0.53  4.62  0.170
H  -0.11  0.47  4.11  0.355
H  1.28  -1.28  4.87  0.204
H  -0.05  -2.41  4.65  0.190
H  0.18  -1.86  6.99  0.190
H  -1.35  -1.17  6.49  0.163
H  -1.67  1.00  6.53  0.173
H  -0.29  1.76  5.67  0.160
H  -0.49  2.00  7.40  0.188
C  0.38  0.19  -4.62  -0.255
O  1.43  0.20  -3.66  -0.562
C  1.10  -0.52  -2.47  -0.072
C  2.01  -1.75  -2.33  -0.243
N  1.69  -2.76  -3.35  -0.629
C  2.67  -3.85  -3.43  -0.248
C  4.08  -3.48  -3.92  -0.086
O  4.12  -3.06  -5.28  -0.547
C  3.90  -1.67  -5.48  -0.246
H  0.67  0.84  -5.45  0.191
H  0.23  -0.82  -5.01  0.162
H  -0.55  0.57  -4.19  0.187
H  0.04  -0.80  -2.43  0.177
H  1.30  0.15  -1.63  0.187
H  1.89  -2.18  -1.33  0.193
H  3.05  -1.42  -2.44  0.169
H  1.63  -2.31  -4.25  0.353
H  2.25  -4.59  -4.12  0.203
H  2.74  -4.34  -2.45  0.191
H  4.69  -4.39  -3.87  0.189
H  4.58  -2.75  -3.26  0.163
H  4.25  -1.06  -4.64  0.174
H  2.84  -1.48  -5.66  0.160
H  4.44  -1.36  -6.38  0.188

Calculated values
Relative energy (zero: lowest compared OMol25 entry of this formula, charge and spin) = 4.000 eV
LUMO level = 0.421 eV
Structure (SMILES) = CO[C@H](O)CN.COCCNCCOC.COCCNCCOC
Frontier orbital gap = 9.10 eV
HOMO level = -8.674 eV
DFT total energy = -32937.69281 eV
Multiplicity = 1

***

Record 4
Molecular formula: C15H39N7PtSSi2Te
Method: DFT, ωB97M-V/def2-TZVPD

Last column: natural (NBO) charge in e.
Geometry (Å):
Pt  0.31  0.37  0.92  0.584
C  2.69  1.15  5.74  -0.444
N  1.49  0.98  4.91  -0.331
C  0.18  0.88  5.58  -0.437
C  1.55  0.92  3.59  0.665
N  0.46  0.88  2.83  -0.821
N  2.80  0.89  3.02  -0.593
C  3.15  1.06  1.70  0.668
N  4.41  1.40  1.48  -0.740
N  2.29  0.85  0.73  -0.838
H  2.38  1.40  6.75  0.271
H  3.30  1.98  5.38  0.226
H  3.27  0.22  5.79  0.235
H  0.35  0.83  6.65  0.268
H  -0.33  -0.04  5.29  0.225
H  -0.43  1.76  5.38  0.226
H  -0.40  0.88  3.36  0.421
H  3.57  0.81  3.67  0.449
H  5.02  1.73  2.22  0.441
H  4.80  1.40  0.55  0.435
H  2.63  1.17  -0.16  0.404
C  -1.39  -4.33  0.18  -1.229
Si  -1.77  -4.18  -1.60  1.932
C  -3.51  -4.15  -2.13  -1.227
C  -0.50  -4.69  -2.81  -1.234
C  -1.60  -1.47  -2.00  -0.873
Te  0.02  -0.61  -1.41  1.439
C  1.45  -0.91  -2.91  -1.084
Si  1.70  0.73  -4.03  1.658
C  2.40  1.96  -2.81  -1.149
C  2.86  0.19  -5.35  -1.135
C  -0.02  1.21  -4.59  -1.151
H  -1.67  -5.36  0.45  0.325
H  -1.98  -3.67  0.81  0.281
H  -0.33  -4.23  0.41  0.277
H  -3.81  -5.21  -2.12  0.328
H  -3.67  -3.78  -3.14  0.294
H  -4.18  -3.63  -1.43  0.288
H  -0.59  -5.78  -2.87  0.331
H  0.53  -4.49  -2.50  0.276
H  -0.67  -4.32  -3.82  0.287
H  -2.51  -1.26  -1.45  0.285
H  -1.66  -1.79  -3.04  0.278
H  1.08  -1.76  -3.49  0.278
H  2.37  -1.19  -2.39  0.283
H  3.35  1.60  -2.41  0.241
H  1.71  2.20  -2.00  0.216
H  2.62  2.90  -3.32  0.302
H  3.81  -0.17  -4.94  0.272
H  3.08  1.04  -6.00  0.296
H  2.43  -0.59  -5.98  0.276
H  -0.68  1.53  -3.77  0.229
H  -0.51  0.41  -5.14  0.263
H  0.04  2.06  -5.26  0.302
S  -1.96  -0.10  1.30  -0.146
C  -2.80  1.43  1.35  0.359
N  -2.29  2.65  1.22  -0.552
C  -3.35  3.69  1.27  -0.231
C  -4.57  2.88  1.74  -0.231
N  -4.10  1.49  1.57  -0.532
H  -1.32  2.83  1.05  0.432
H  -3.49  4.11  0.27  0.234
H  -3.08  4.48  1.96  0.251
H  -5.46  3.06  1.14  0.257
H  -4.81  3.05  2.79  0.239
H  -4.66  0.68  1.80  0.448

Calculated values
Relative energy (zero: lowest compared OMol25 entry of this formula, charge and spin) = 4.358 eV
LUMO level = -14.183 eV
Net charge = +4
Frontier orbital gap = 5.87 eV
HOMO level = -20.054 eV
DFT total energy = -63712.20139 eV
Multiplicity = 1

***

Number 3 is which compound?
C15H39N3O6

***

Which of these has the lowest DFT total energy?
C15H39AlCl2F4N2Na2O13SV